148
Properties=species:S:1:pos:R:3:forces:R:3:mulliken_charge:R:1 method="wB97M-V/def2-TZVPD" e_tot_ha=-4583.82527 spin_multiplicity=1 largest_force_ev_per_a=2.7 total_charge=0 homo_energy_ev=-8.2 homo_lumo_gap_ev=6.59
C -12.12209 6.82045 -14.55145 0.72 0.67 -0.07 -0.266
C -12.22133 5.53572 -15.33517 0.36 -1.22 -0.02 -0.530
N -13.53079 5.28551 -15.95986 -1.52 -0.77 0.18 0.480
C -14.12088 6.12204 -16.85220 0.09 1.51 -0.71 -0.250
C -15.37242 5.70468 -17.15771 0.74 -0.84 0.17 -0.851
N -15.50638 4.49231 -16.49707 -0.18 0.67 0.61 0.153
C -14.43597 4.29621 -15.72503 1.23 0.22 -0.12 -0.524
C -16.66646 3.60354 -16.47858 0.12 -0.87 1.24 -0.698
H -11.07521 7.13831 -14.56909 0.10 -0.15 -0.15 -0.065
H -12.33707 6.79241 -13.48300 -0.67 -0.28 -0.14 0.050
H -12.64206 7.62412 -15.08034 -0.27 0.02 0.32 0.593
H -11.98712 4.65167 -14.74230 -0.20 0.13 0.22 0.064
H -11.45610 5.50923 -16.11194 -0.22 0.13 -0.25 0.144
H -13.59234 6.97771 -17.24130 -0.07 0.02 0.11 0.465
H -16.12705 6.13413 -17.79026 0.00 -0.18 -0.08 0.501
H -14.26507 3.47241 -15.03595 -0.35 -0.01 0.08 0.703
H -17.61493 4.06995 -16.72307 0.31 0.36 -0.39 0.327
H -16.75595 3.27363 -15.43860 -0.09 -0.08 -0.02 0.266
H -16.45520 2.71152 -17.06328 -0.15 0.18 -0.30 0.289
C -9.56944 11.35840 -9.96691 0.88 -0.54 0.91 -1.410
C -9.82063 10.12325 -10.80915 0.39 -0.79 0.83 0.513
N -9.83491 10.41033 -12.22149 0.34 1.08 -2.07 0.588
C -10.90911 10.37315 -13.08627 -0.49 -0.36 0.84 -0.241
C -10.49275 10.70392 -14.33520 0.64 -0.33 0.75 -0.774
N -9.12851 10.93232 -14.20389 -0.10 0.74 -0.56 0.362
C -8.77476 10.82207 -12.93376 -0.19 -0.69 0.51 -0.734
C -8.27680 11.49148 -15.26239 -0.62 0.03 -0.64 -0.844
H -8.66173 11.85982 -10.31123 -0.42 0.51 -0.47 0.329
H -9.20386 11.05507 -8.97942 -0.52 -0.34 -0.01 0.437
H -10.42982 11.99809 -9.79037 0.08 0.21 -0.44 0.378
H -10.71349 9.55762 -10.53945 -0.21 0.31 -0.16 0.241
H -9.03293 9.37362 -10.68772 0.12 0.23 0.25 -0.403
H -11.84197 10.10511 -12.61561 -0.25 -0.15 -0.63 0.369
H -10.97123 10.76678 -15.29483 -0.15 -0.02 0.09 0.492
H -7.78244 10.99245 -12.54658 0.02 -0.19 -0.10 0.683
H -7.91578 12.46315 -14.94041 0.49 -0.21 0.03 0.378
H -8.88676 11.68228 -16.14661 -0.32 0.02 0.25 0.396
H -7.53432 10.79007 -15.63246 0.37 0.05 0.68 0.198
C -8.84546 7.03618 -12.37390 -0.50 0.29 -0.07 0.445
C -8.96908 5.56162 -12.77311 0.11 1.02 -0.29 0.452
N -10.15011 4.94847 -12.16272 -0.08 1.34 1.87 0.937
C -10.81816 3.86107 -12.58512 -0.13 -2.05 -1.83 -1.502
C -11.82164 3.53155 -11.73543 0.85 1.01 1.35 -0.457
N -11.68900 4.45921 -10.70595 -0.07 -0.11 -0.56 0.820
C -10.70305 5.32761 -10.98553 -0.24 -1.09 -0.25 -1.000
C -12.42299 4.33728 -9.43831 0.56 1.15 0.40 -0.706
H -9.71421 7.57358 -12.77350 -0.34 -0.03 0.53 -0.348
H -8.01317 7.60823 -12.78210 0.42 -0.77 -0.20 0.007
H -8.74606 7.11789 -11.28990 -0.20 0.15 0.00 -0.382
H -8.04799 5.06521 -12.48087 -0.17 -0.44 -0.16 0.276
H -9.14347 5.52665 -13.84655 0.37 -0.39 -0.04 -0.249
H -10.43256 3.28777 -13.41750 -0.20 0.14 -0.11 0.960
H -12.51429 2.71256 -11.60388 0.08 -0.08 -0.45 0.619
H -10.29525 6.08750 -10.34239 -0.22 -0.08 0.16 0.314
H -11.65501 4.32777 -8.66372 -0.19 -0.45 0.14 0.380
H -13.07163 3.46699 -9.42889 0.09 -0.04 -0.16 0.164
H -12.99018 5.25262 -9.27499 -0.34 -0.22 -0.08 0.293
C -4.66277 13.28786 -8.05611 0.24 0.55 -0.68 -1.215
C -6.11940 13.06741 -8.45837 0.30 -0.81 1.21 -0.450
N -6.44684 11.65044 -8.26420 0.12 -1.03 0.67 0.497
C -7.25028 11.06927 -7.29127 -0.53 0.69 0.08 -0.768
C -7.27237 9.73621 -7.49038 0.38 -0.51 -1.04 -0.365
N -6.44773 9.50238 -8.58830 0.75 1.49 0.29 0.254
C -5.87251 10.64609 -8.94877 -1.20 0.71 -0.14 -0.548
C -6.09175 8.19902 -9.09003 -0.23 -1.29 0.91 -1.125
H -4.52353 14.36948 -8.01924 0.45 -0.08 -0.13 0.392
H -3.97828 12.82088 -8.76632 -0.05 0.34 -0.26 0.366
H -4.33509 12.87391 -7.10328 -0.74 -0.01 0.25 0.349
H -6.38233 13.31568 -9.48451 0.38 0.21 -0.04 0.258
H -6.75855 13.64721 -7.79387 -0.16 -0.11 -0.07 0.402
H -7.78211 11.65319 -6.55954 0.04 0.08 -0.05 0.415
H -7.78736 8.88771 -7.06137 -0.09 0.18 0.20 0.508
H -5.16179 10.79990 -9.74649 -0.17 -0.20 0.32 0.801
H -5.82954 7.67843 -8.16782 0.23 -0.62 -0.48 0.410
H -5.31158 8.21426 -9.84387 -0.15 0.19 0.58 0.451
H -6.98340 7.71359 -9.48717 0.11 0.00 0.02 0.305
C -3.58888 6.27945 -16.07581 -1.10 1.19 -0.69 -1.163
N -4.62709 5.93165 -17.13091 0.96 -0.67 -0.25 0.379
C -4.11504 6.28623 -18.50269 0.11 -0.65 0.07 -0.908
C -4.75479 4.43336 -17.01006 -0.92 -0.79 1.33 -0.967
C -5.96038 6.61010 -16.93726 0.02 0.26 0.17 -1.315
C -6.42913 6.71978 -15.47357 -0.09 0.32 -2.15 -0.004
O -6.57421 5.49054 -14.87625 0.32 0.12 0.80 -0.495
H -3.92472 5.82668 -15.14841 0.35 -0.04 0.08 0.444
H -3.62859 7.36669 -16.00471 0.23 -0.01 0.31 0.464
H -2.60781 5.98930 -16.43627 -0.06 -0.34 0.15 0.377
H -3.54242 5.42660 -18.84534 0.24 0.19 -0.04 0.393
H -3.49679 7.17950 -18.47955 -0.10 0.05 0.16 0.359
H -4.94333 6.41304 -19.19516 -0.12 0.04 0.16 0.348
H -5.32286 3.93011 -17.78810 0.21 0.43 -0.39 0.509
H -5.30868 4.23033 -16.09060 -0.26 0.33 -0.22 0.318
H -3.81597 3.94907 -16.74521 0.42 0.38 -0.89 0.372
H -6.62175 6.09220 -17.63327 -0.31 -0.21 0.43 0.626
H -5.91665 7.64717 -17.28282 0.56 -0.06 -0.22 0.419
H -7.36917 7.27161 -15.62089 -0.14 -0.02 0.54 0.030
H -5.71158 7.39375 -15.00350 -0.17 -0.37 0.76 0.523
H -7.25969 5.00758 -15.35672 -0.29 -0.27 0.31 0.114
C -17.84093 8.58720 -11.79653 0.16 0.17 -0.77 -0.828
N -16.33645 8.60074 -11.88327 -0.34 0.43 -0.16 0.382
C -15.87818 7.61095 -12.93057 0.09 -1.03 1.82 -1.272
C -15.89636 9.97891 -12.34958 -1.45 -0.03 0.80 -0.724
C -15.82907 8.28266 -10.49744 1.39 -0.75 0.05 -0.698
C -14.34983 7.84924 -10.49766 -0.30 0.09 1.71 -0.298
O -13.49300 8.70418 -11.23502 0.49 0.37 -1.22 -0.077
H -18.19962 7.56097 -11.75167 0.17 -0.06 0.15 0.334
H -18.16254 9.07081 -12.71873 -0.39 -0.16 0.08 0.394
H -18.20210 9.15263 -10.94173 0.24 0.01 0.08 0.361
H -14.79719 7.72038 -12.92091 -0.04 0.18 -1.04 0.304
H -16.47764 7.70555 -13.82962 0.42 0.43 -0.21 0.430
H -16.03305 6.59597 -12.54277 -0.30 -0.01 0.03 0.470
H -14.83773 10.05628 -12.54848 -0.03 -0.32 -0.05 0.040
H -16.21393 10.66301 -11.56170 0.32 0.10 0.08 0.437
H -16.52938 10.24429 -13.19430 0.36 -0.17 -0.32 0.391
H -16.40193 7.45153 -10.06871 -0.13 -0.10 -0.18 0.348
H -15.93170 9.15592 -9.85266 -0.34 0.21 -0.33 0.366
H -14.23727 6.79290 -10.74552 0.15 0.18 -0.49 -0.347
H -13.97156 7.95908 -9.47545 -0.63 -0.62 0.21 0.699
H -13.45748 9.54737 -10.77389 -0.01 -0.07 0.18 0.228
B -8.69410 5.88625 -7.89919 1.26 -1.21 -0.43 0.561
F -7.45663 6.02223 -7.22806 -0.30 0.52 0.75 -0.387
F -9.62945 5.12586 -7.22302 0.05 0.56 0.03 -0.315
F -9.17266 7.18431 -8.21680 -0.33 0.48 -0.14 -0.334
F -8.31283 5.22367 -9.09822 -0.65 0.32 -0.53 -0.364
B -16.66358 4.78421 -8.63207 -0.51 -1.30 -1.24 0.496
F -16.64666 3.43080 -8.91727 0.26 0.09 0.84 -0.320
F -17.39400 5.35873 -9.73853 -0.22 1.18 0.16 -0.423
F -17.27880 5.03089 -7.41206 0.08 0.54 0.06 -0.365
F -15.36672 5.34840 -8.70838 0.38 0.53 0.27 -0.336
B -15.59525 3.27204 -12.48345 -1.12 0.03 0.78 0.107
F -14.54276 4.23548 -12.62920 0.58 0.50 0.31 0.079
F -15.81452 2.79407 -11.20606 1.09 0.09 -1.33 -0.211
F -16.78403 3.99614 -12.82545 -0.10 0.22 -0.88 -0.460
F -15.31257 2.30868 -13.48012 -0.21 -0.03 -0.10 -0.386
B -12.47464 0.13282 -10.80970 -1.30 -1.32 -0.84 0.480
F -12.30488 0.15745 -12.21942 0.41 0.25 -0.26 -0.421
F -12.25729 -1.21192 -10.38731 -0.16 0.69 0.12 -0.399
F -11.60531 0.99823 -10.20453 1.13 0.84 0.62 -0.333
F -13.78704 0.58748 -10.57020 0.18 -0.25 0.29 -0.322
B -8.86606 3.81199 -16.44509 -0.53 -1.06 -0.08 0.407
F -8.52805 3.45176 -15.12331 0.12 0.46 -0.09 -0.328
F -7.78704 3.50284 -17.28599 0.31 0.16 -0.16 -0.321
F -10.02407 3.14756 -16.82264 0.02 0.25 -0.09 -0.377
F -9.07514 5.21538 -16.51706 0.09 0.58 0.23 -0.359
B -5.36545 8.93301 -12.24462 1.20 -1.55 0.00 0.082
F -6.24659 9.54942 -13.13287 -0.46 0.60 -0.16 -0.139
F -4.17959 8.57642 -12.88226 0.15 0.33 -0.50 -0.291
F -5.00731 9.81509 -11.17351 -0.43 -0.23 -1.05 -0.195
F -5.92924 7.72164 -11.78434 -0.18 0.84 -0.05 -0.353



62
Properties=species:S:1:pos:R:3:forces:R:3:nbo_charge:R:1 method="wB97M-V/def2-TZVPD" e_tot_ha=-1065.02951 spin_multiplicity=1 e_above_lowest_ev=2.836 largest_force_ev_per_a=3.2 total_charge=+1 homo_energy_ev=-12.2 homo_lumo_gap_ev=6.96
C -8.57557 1.53587 -1.34932 -0.30 -0.89 -1.19 -0.288
O -8.02135 2.80987 -0.95615 1.08 -0.72 0.44 -0.505
C -6.85377 2.67805 -0.18599 -1.09 1.53 0.85 0.093
N -5.77885 1.90338 -0.87831 1.97 -1.80 -0.85 -0.315
C -5.04035 1.01531 -0.13255 1.46 -1.16 -0.56 0.096
C -3.98640 0.16969 -0.69291 -1.66 2.03 -1.40 -0.210
C -3.71595 0.30944 -2.12873 -1.33 -0.22 1.35 -0.030
C -2.59588 -0.62261 -2.72913 -0.16 -0.33 -0.20 0.758
O -1.70801 -0.10686 -3.32915 -0.40 -0.39 0.30 -0.464
O -2.66589 -2.02232 -2.49574 -1.40 2.88 -0.41 -0.656
C -4.48797 1.27075 -2.92816 -0.37 -0.23 2.55 -0.201
C -5.50558 2.04931 -2.23675 0.71 -0.61 -0.36 0.088
H -8.38480 1.42136 -2.45881 -0.28 0.01 1.15 0.192
H -8.10444 0.64977 -0.84603 -0.34 0.92 -0.17 0.179
H -9.68329 1.47463 -1.19579 1.07 0.46 0.09 0.233
H -7.10808 2.24172 0.82657 0.68 -0.17 -1.21 0.210
H -6.42926 3.69844 0.03041 -0.59 -0.87 -0.50 0.231
H -5.26462 0.94226 0.95934 0.03 0.18 -1.18 0.254
H -3.43184 -0.54287 -0.03198 -0.60 0.79 -0.79 0.284
H -3.63184 -2.19916 -2.45457 0.70 -0.38 0.22 0.490
H -4.30609 1.39538 -4.02239 -0.23 -0.05 1.19 0.289
H -6.14846 2.80805 -2.75630 0.75 -0.92 0.54 0.270
C 1.80265 -4.95773 1.81367 0.01 -0.11 -0.12 -0.610
C 2.32128 -3.97931 0.76653 0.02 0.02 0.13 -0.399
C 1.99099 -2.52106 1.08520 0.05 0.05 -0.13 -0.401
C 0.49877 -2.18699 1.14064 -0.08 -0.11 0.12 -0.399
C -0.28604 -2.50141 -0.13304 0.09 0.17 0.01 -0.390
C 0.18576 -1.70538 -1.34476 -0.02 -0.15 0.05 -0.615
H 0.71291 -4.93513 1.88405 0.03 -0.01 0.04 0.195
H 2.09440 -5.97764 1.55436 -0.04 0.03 0.08 0.215
H 2.21657 -4.72948 2.79879 -0.06 0.00 -0.02 0.205
H 1.93060 -4.25412 -0.21802 0.02 0.04 0.00 0.192
H 3.40864 -4.08183 0.70373 -0.05 0.03 -0.06 0.209
H 2.48104 -1.88004 0.34541 -0.02 0.02 0.04 0.203
H 2.43821 -2.25917 2.05027 -0.02 -0.01 -0.03 0.206
H 0.39227 -1.12030 1.36901 -0.01 -0.02 -0.02 0.194
H 0.03712 -2.71914 1.97862 0.04 0.01 -0.01 0.201
H -1.34359 -2.26819 0.04547 -0.01 -0.10 0.03 0.170
H -0.24236 -3.57111 -0.35669 -0.02 0.02 0.04 0.204
H 0.10785 -0.63049 -1.15639 0.11 0.00 0.00 0.191
H -0.42991 -1.93895 -2.20960 0.28 -0.03 -0.02 0.212
H 1.22226 -1.93479 -1.59707 -0.03 0.06 0.01 0.216
C 2.78112 1.20063 1.87703 -0.08 -0.06 -0.13 -0.610
C 4.11138 0.58935 1.45602 0.03 0.00 0.13 -0.400
C 5.32201 1.30373 2.05670 0.10 -0.04 -0.05 -0.398
C 5.48505 2.76893 1.64496 -0.12 0.05 0.02 -0.397
C 5.58655 3.01500 0.13950 0.13 0.07 0.06 -0.398
C 6.80340 2.35571 -0.49913 -0.09 0.00 -0.12 -0.610
H 2.68470 2.23338 1.53523 0.00 -0.02 0.05 0.201
H 1.95276 0.63186 1.44648 -0.02 0.05 0.05 0.198
H 2.67205 1.18509 2.96445 0.00 0.05 -0.03 0.203
H 4.17890 0.57354 0.36384 0.04 0.01 0.02 0.194
H 4.13042 -0.45582 1.77912 0.04 0.03 -0.06 0.203
H 6.22596 0.74735 1.79060 -0.02 0.03 0.01 0.203
H 5.25429 1.25839 3.14927 -0.01 -0.02 -0.04 0.201
H 6.38315 3.16537 2.13036 -0.02 -0.01 -0.03 0.205
H 4.64875 3.35400 2.04102 0.03 -0.02 0.02 0.197
H 5.64852 4.09482 -0.03084 -0.07 -0.05 0.01 0.203
H 4.67718 2.67669 -0.36689 -0.01 0.01 0.04 0.189
H 7.72658 2.71353 -0.03707 -0.02 -0.05 0.00 0.205
H 6.84598 2.59281 -1.56430 0.07 -0.04 0.04 0.210
H 6.77016 1.26844 -0.40409 0.04 0.03 0.00 0.200